1.
{
  "formula": "C39H41N6O2P2STi",
  "method": "wB97M-V/def2-TZVPD",
  "energy_ha": -3920.2233,
  "de_lowest_ev": 0.0000,
  "e_lumo_ev": [2.37, 2.37],
  "max_force_ev_per_a": 0.50,
  "gap_ev": [3.8, 3.8],
  "charge": -1,
  "elements": ["Ti", "N", "C", "S", "N", "N", "C", "C", "C", "C", "C", "C", "C", "O", "H", "H", "H", "H", "H", "H", "H", "N", "C", "O", "C", "C", "H", "H", "H", "H", "H", "H", "C", "N", "C", "C", "N", "H", "H", "H", "H", "H", "H", "C", "P", "C", "C", "C", "C", "C", "C", "C", "C", "C", "C", "C", "C", "P", "C", "C", "C", "C", "C", "C", "C", "C", "C", "C", "C", "C", "H", "H", "H", "H", "H", "H", "H", "H", "H", "H", "H", "H", "H", "H", "H", "H", "H", "H", "H", "H", "H", "H"],
  "coordinates": [[0.64, -0.08, 0.00], [3.10, -1.60, -3.47], [2.40, -0.99, -2.42], [1.61, -2.06, -1.29], [2.41, 0.29, -2.40], [1.65, 0.89, -1.39], [1.74, 2.24, -1.45], [1.08, 3.15, -0.61], [1.31, 4.55, -0.76], [0.71, 5.50, 0.03], [-0.19, 5.12, 1.05], [-0.44, 3.76, 1.23], [0.16, 2.78, 0.43], [-0.13, 1.50, 0.65], [3.50, -2.48, -3.20], [3.78, -0.96, -3.86], [2.37, 2.63, -2.24], [2.00, 4.87, -1.53], [0.93, 6.55, -0.12], [-0.66, 5.85, 1.68], [-1.12, 3.42, 2.00], [-0.51, -1.54, 3.71], [0.18, -1.06, 2.65], [-0.13, -1.43, 1.51], [1.30, -0.09, 2.87], [2.12, -0.01, 1.58], [-1.41, -1.96, 3.53], [-0.36, -1.12, 4.61], [1.82, -0.37, 3.80], [0.82, 0.88, 3.05], [2.80, -0.86, 1.51], [2.72, 0.91, 1.55], [-1.67, 4.40, -2.27], [-2.31, 3.17, -2.73], [-2.75, 3.18, -4.12], [-1.74, 2.02, -2.34], [-1.31, 1.02, -1.97], [-2.40, 5.21, -2.36], [-0.79, 4.64, -2.86], [-1.37, 4.30, -1.23], [-3.49, 3.97, -4.25], [-3.21, 2.22, -4.36], [-1.92, 3.36, -4.81], [-3.54, -2.19, -1.72], [-2.12, -1.90, -0.54], [-3.10, -1.59, 0.99], [-2.98, -0.33, 1.58], [-3.69, -0.03, 2.73], [-4.51, -0.98, 3.33], [-4.63, -2.24, 2.75], [-3.94, -2.53, 1.58], [-1.58, -3.64, -0.36], [-1.37, -4.27, 0.87], [-0.84, -5.55, 0.94], [-0.50, -6.23, -0.22], [-0.67, -5.61, -1.45], [-1.19, -4.33, -1.52], [-4.28, -0.69, -2.50], [-5.78, -1.45, -3.26], [-5.87, -2.80, -3.60], [-6.99, -3.29, -4.25], [-8.04, -2.45, -4.57], [-7.96, -1.10, -4.24], [-6.84, -0.61, -3.60], [-5.09, 0.15, -1.08], [-5.98, -0.50, -0.22], [-6.58, 0.18, 0.82], [-6.31, 1.53, 1.02], [-5.43, 2.19, 0.17], [-4.82, 1.50, -0.87], [-4.30, -2.82, -1.24], [-3.12, -2.76, -2.55], [-2.33, 0.41, 1.13], [-3.60, 0.96, 3.17], [-5.05, -0.74, 4.23], [-5.28, -2.98, 3.20], [-4.05, -3.51, 1.13], [-1.60, -3.74, 1.78], [-0.68, -6.01, 1.90], [-0.08, -7.23, -0.17], [-0.37, -6.11, -2.36], [-1.26, -3.84, -2.48], [-5.07, -3.48, -3.35], [-7.04, -4.34, -4.50], [-8.92, -2.84, -5.08], [-8.78, -0.43, -4.49], [-6.79, 0.44, -3.34], [-6.20, -1.55, -0.38], [-7.26, -0.34, 1.49], [-6.78, 2.06, 1.84], [-5.21, 3.24, 0.33], [-4.14, 2.02, -1.53]]
}

---

2.
{
  "formula": "C39H42AuClN3O5SbTe",
  "method": "wB97M-V/def2-TZVPD",
  "energy_ha": -3155.6378,
  "de_lowest_ev": 0.3768,
  "e_lumo_ev": [-2.05, -5.41],
  "max_force_ev_per_a": 0.46,
  "gap_ev": [8.9, 6.1],
  "s_squared": 3.775,
  "multiplicity": 4,
  "charge": 1,
  "elements": ["Au", "O", "C", "O", "C", "C", "Cl", "N", "N", "C", "C", "O", "O", "C", "C", "C", "C", "C", "C", "H", "H", "H", "H", "H", "H", "C", "Sb", "C", "C", "H", "H", "H", "H", "H", "H", "H", "H", "H", "C", "C", "C", "C", "C", "C", "Te", "N", "C", "O", "C", "C", "C", "C", "C", "C", "C", "C", "C", "C", "C", "C", "C", "C", "C", "C", "C", "C", "H", "H", "H", "H", "H", "H", "H", "H", "H", "H", "H", "H", "H", "H", "H", "H", "H", "H", "H", "H", "H", "H", "H", "H", "H", "H", "H"],
  "coordinates": [[-0.42, -1.15, 0.61], [-1.31, -6.60, 2.41], [-0.18, -6.58, 1.72], [0.22, -7.54, 1.12], [0.63, -5.32, 1.76], [1.97, -5.25, 1.43], [3.04, -6.48, 0.98], [2.35, -3.95, 1.50], [1.32, -3.17, 1.84], [0.28, -3.97, 2.00], [-1.00, -3.36, 2.49], [-1.80, -4.05, 3.11], [-1.17, -2.08, 2.30], [3.62, -3.34, 1.27], [3.64, -2.16, 0.53], [4.85, -1.52, 0.32], [6.03, -2.05, 0.84], [5.99, -3.22, 1.58], [4.78, -3.87, 1.80], [-1.50, -5.72, 2.83], [2.72, -1.77, 0.12], [4.88, -0.61, -0.26], [6.97, -1.55, 0.66], [6.90, -3.64, 1.99], [4.75, -4.77, 2.40], [1.72, 2.00, 2.63], [0.79, 0.10, 2.84], [-0.79, 0.54, 4.18], [2.16, -0.92, 4.07], [2.00, 2.34, 3.62], [1.02, 2.71, 2.18], [2.61, 1.92, 2.00], [-0.38, 0.53, 5.19], [-1.56, -0.23, 4.08], [-1.20, 1.52, 3.96], [2.41, -0.24, 4.89], [3.05, -1.18, 3.50], [1.69, -1.82, 4.45], [-1.54, 8.10, -1.97], [-1.24, 6.62, -1.96], [-2.05, 5.73, -2.65], [-1.81, 4.36, -2.65], [-2.71, 3.46, -3.46], [-0.72, 3.92, -1.89], [-0.42, 1.71, -1.65], [0.01, -0.36, -1.17], [0.90, -0.67, -2.13], [1.24, 0.19, -2.95], [1.41, -2.07, -2.26], [0.73, -3.17, -1.75], [1.24, -4.45, -1.92], [2.45, -4.62, -2.58], [3.13, -3.53, -3.09], [2.61, -2.25, -2.95], [-2.38, 1.28, -1.04], [-2.87, 1.81, 0.16], [-2.10, 2.74, 1.06], [-4.14, 1.41, 0.58], [-4.90, 0.51, -0.15], [-6.26, 0.08, 0.32], [-4.37, -0.01, -1.33], [-3.12, 0.36, -1.79], [-2.62, -0.26, -3.07], [0.15, 4.77, -1.22], [1.39, 4.33, -0.49], [-0.14, 6.13, -1.26], [-2.27, 8.35, -2.74], [-0.63, 8.68, -2.14], [-1.95, 8.41, -1.01], [-2.89, 6.10, -3.23], [-3.07, 4.00, -4.33], [-3.57, 3.14, -2.87], [-2.19, 2.57, -3.82], [-0.23, -3.05, -1.27], [0.70, -5.31, -1.55], [2.85, -5.62, -2.71], [4.07, -3.67, -3.62], [3.12, -1.39, -3.35], [-1.20, 3.15, 0.60], [-1.82, 2.22, 1.97], [-2.72, 3.59, 1.35], [-4.53, 1.81, 1.51], [-6.52, 0.55, 1.26], [-6.30, -1.00, 0.46], [-7.02, 0.34, -0.42], [-4.95, -0.71, -1.91], [-3.36, -0.14, -3.86], [-2.45, -1.33, -2.94], [-1.69, 0.16, -3.44], [1.40, 3.27, -0.26], [1.50, 4.88, 0.45], [2.28, 4.54, -1.09], [0.51, 6.82, -0.75]]
}

---

3.
{
  "formula": "C39H42BiClN4O3S3",
  "method": "wB97M-V/def2-TZVPD",
  "energy_ha": -3825.4488,
  "de_lowest_ev": 0.7508,
  "e_lumo_ev": -0.15,
  "max_force_ev_per_a": 2.25,
  "gap_ev": 6.4,
  "elements": ["Bi", "Cl", "C", "C", "C", "C", "O", "C", "C", "N", "C", "C", "C", "C", "C", "C", "C", "C", "N", "C", "C", "H", "H", "H", "H", "H", "H", "H", "H", "H", "H", "C", "C", "S", "C", "C", "S", "H", "H", "H", "H", "H", "H", "C", "N", "C", "C", "O", "N", "C", "C", "H", "H", "H", "H", "H", "H", "H", "H", "H", "H", "H", "H", "O", "S", "C", "C", "C", "C", "C", "C", "C", "C", "C", "C", "C", "C", "C", "C", "H", "H", "H", "H", "H", "H", "H", "H", "H", "H", "H", "H", "H", "H"],
  "coordinates": [[1.16, 0.43, 1.27], [3.48, 6.75, -1.79], [3.08, 5.41, -0.79], [2.48, 5.56, 0.50], [2.30, 4.49, 1.31], [2.55, 3.15, 0.90], [2.38, 2.18, 1.72], [3.02, 3.02, -0.44], [3.32, 1.71, -1.07], [3.03, 0.57, -0.59], [3.50, -0.53, -1.32], [4.82, -0.56, -1.74], [5.30, -1.76, -2.31], [4.52, -2.85, -2.40], [3.21, -2.85, -1.90], [2.38, -4.03, -1.90], [1.17, -3.93, -1.33], [0.76, -2.70, -0.66], [1.51, -1.64, -0.61], [2.69, -1.72, -1.30], [3.30, 4.14, -1.25], [2.34, 6.59, 0.84], [1.90, 4.60, 2.32], [3.78, 1.77, -2.12], [5.54, 0.24, -1.59], [6.28, -1.77, -2.75], [4.88, -3.80, -2.80], [2.71, -4.98, -2.29], [0.50, -4.78, -1.28], [-0.17, -2.73, -0.15], [3.69, 4.02, -2.28], [3.02, -1.33, 5.27], [2.06, -0.62, 4.35], [2.55, -1.04, 2.69], [1.05, 0.18, 4.74], [0.77, 0.42, 6.22], [0.00, 1.03, 3.66], [4.04, -1.04, 5.01], [2.95, -2.47, 5.13], [2.90, -1.09, 6.32], [1.47, 1.08, 6.69], [0.79, -0.49, 6.80], [-0.20, 0.83, 6.31], [-4.57, 3.61, -2.33], [-3.32, 3.12, -2.91], [-3.50, 2.33, -4.10], [-2.30, 2.82, -2.08], [-2.44, 2.67, -0.86], [-1.06, 2.67, -2.67], [-0.57, 3.58, -3.72], [0.03, 2.31, -1.72], [-5.10, 4.17, -3.12], [-4.37, 4.36, -1.59], [-5.22, 2.81, -1.95], [-3.99, 1.38, -3.86], [-2.59, 2.19, -4.62], [-4.08, 2.88, -4.85], [-1.38, 3.90, -4.31], [0.08, 2.99, -4.36], [0.01, 4.36, -3.25], [-0.27, 1.42, -1.22], [0.26, 3.08, -0.98], [0.98, 2.09, -2.26], [-1.12, -0.78, 0.82], [-2.42, -0.66, 1.62], [-2.90, -2.37, 2.00], [-1.64, -3.02, 2.60], [-1.18, -2.63, 3.85], [-0.02, -3.21, 4.40], [0.62, -4.23, 3.74], [0.10, -4.70, 2.55], [-0.95, -4.05, 1.93], [-3.70, -0.10, 0.44], [-3.68, -0.84, -0.86], [-4.65, -1.80, -1.09], [-4.64, -2.52, -2.27], [-3.63, -2.30, -3.23], [-2.66, -1.30, -3.03], [-2.71, -0.57, -1.86], [-3.21, -3.00, 1.18], [-3.73, -2.35, 2.74], [-1.77, -1.80, 4.30], [0.37, -2.88, 5.42], [1.44, -4.70, 4.15], [0.57, -5.55, 2.05], [-1.35, -4.37, 0.95], [-3.54, 0.97, 0.39], [-4.67, -0.28, 0.95], [-5.51, -1.97, -0.38], [-5.35, -3.31, -2.42], [-3.68, -2.88, -4.17], [-1.84, -1.17, -3.71], [-1.99, 0.21, -1.70]]
}

---

4.
{
  "formula": "C39H42N7O4S7Y",
  "method": "wB97M-V/def2-TZVPD",
  "energy_ha": -5021.5240,
  "de_lowest_ev": 0.4033,
  "e_lumo_ev": 3.84,
  "max_force_ev_per_a": 0.58,
  "gap_ev": 5.6,
  "charge": -2,
  "elements": ["Y", "C", "C", "N", "N", "C", "S", "S", "C", "C", "C", "C", "C", "C", "C", "C", "C", "C", "C", "C", "C", "O", "H", "H", "H", "H", "H", "H", "H", "H", "H", "H", "H", "H", "H", "H", "O", "C", "S", "C", "C", "S", "S", "S", "C", "N", "C", "C", "C", "C", "C", "C", "C", "C", "H", "H", "H", "H", "H", "H", "H", "H", "H", "H", "H", "H", "C", "N", "C", "C", "N", "C", "S", "H", "H", "H", "H", "H", "H", "H", "H", "O", "C", "N", "C", "O", "C", "C", "C", "C", "N", "C", "H", "H", "H", "H", "H", "H", "H", "H"],
  "coordinates": [[0.18, -0.49, -0.09], [1.01, 1.98, -3.22], [0.16, 0.75, -3.25], [-0.95, 0.73, -2.58], [-1.87, -0.21, -3.05], [-2.53, -0.99, -2.29], [-2.48, -1.33, -0.59], [-3.76, -1.95, -3.22], [-2.66, -2.85, -4.36], [-2.28, -4.22, -3.88], [-1.44, -4.38, -2.78], [-1.11, -5.65, -2.33], [-1.60, -6.78, -2.98], [-2.42, -6.63, -4.09], [-2.76, -5.35, -4.53], [0.63, -0.43, -3.99], [1.07, -0.37, -5.31], [1.53, -1.49, -5.97], [1.58, -2.70, -5.28], [1.18, -2.79, -3.96], [0.69, -1.66, -3.26], [0.32, -1.75, -2.02], [0.41, 2.88, -3.06], [1.77, 1.92, -2.44], [1.54, 2.07, -4.17], [-3.19, -2.92, -5.31], [-1.79, -2.21, -4.51], [-1.06, -3.51, -2.26], [-0.47, -5.75, -1.47], [-1.33, -7.77, -2.63], [-2.81, -7.50, -4.60], [-3.41, -5.23, -5.39], [1.03, 0.58, -5.83], [1.85, -1.43, -7.00], [1.94, -3.60, -5.77], [1.23, -3.72, -3.42], [7.10, 1.25, 2.19], [5.96, 1.09, 1.81], [4.54, 1.42, 2.80], [3.32, 0.98, 1.61], [3.76, 0.55, 0.42], [2.81, 0.10, -0.96], [5.51, 0.49, 0.22], [1.65, 1.16, 2.07], [-1.40, 0.26, 3.53], [-1.12, -0.88, 2.67], [-2.32, -1.71, 2.57], [-0.02, -1.66, 3.26], [0.41, -2.80, 2.38], [0.47, -4.09, 2.90], [0.88, -5.15, 2.11], [1.24, -4.90, 0.79], [1.17, -3.60, 0.29], [0.73, -2.51, 1.04], [-1.67, -0.07, 4.55], [-2.23, 0.84, 3.14], [-0.52, 0.90, 3.60], [-2.64, -2.06, 3.57], [-2.12, -2.57, 1.94], [-3.13, -1.13, 2.12], [-0.33, -2.03, 4.26], [0.81, -0.97, 3.40], [0.19, -4.26, 3.94], [0.92, -6.16, 2.51], [1.57, -5.71, 0.15], [1.45, -3.44, -0.75], [-1.71, 4.21, -1.99], [-1.52, 5.21, -0.96], [-2.59, 6.11, -0.57], [-1.93, 6.98, 0.51], [-0.52, 6.63, 0.39], [-0.34, 5.53, -0.39], [1.10, 4.70, -0.60], [-2.68, 3.74, -1.85], [-0.95, 3.44, -1.91], [-1.67, 4.66, -2.99], [-3.44, 5.53, -0.19], [-2.94, 6.69, -1.43], [-2.30, 6.75, 1.51], [-2.08, 8.05, 0.31], [0.12, 6.75, 1.16], [1.83, 6.14, 2.48], [1.34, 5.35, 3.55], [0.40, 4.35, 3.13], [-0.88, 4.65, 2.84], [-1.43, 5.69, 3.20], [-1.64, 3.62, 2.06], [-3.03, 3.61, 2.06], [-3.68, 2.65, 1.31], [-2.93, 1.71, 0.60], [-1.59, 1.71, 0.60], [-0.98, 2.68, 1.29], [2.09, 5.55, 1.75], [0.84, 6.03, 4.23], [2.16, 4.84, 4.06], [0.81, 3.48, 2.78], [-3.57, 4.34, 2.65], [-4.76, 2.59, 1.27], [-3.39, 0.92, 0.03], [0.09, 2.69, 1.19]]
}

---

5.
{
  "formula": "C39H43ClErP2Si2",
  "method": "wB97M-V/def2-TZVPD",
  "energy_ha": -4248.7196,
  "e_lumo_ev": [-3.29, -3.23],
  "max_force_ev_per_a": 3.77,
  "gap_ev": [5.8, 5.8],
  "s_squared": 3.754,
  "multiplicity": 4,
  "charge": 1,
  "elements": ["C", "C", "C", "H", "C", "C", "H", "H", "H", "H", "Er", "Si", "C", "C", "H", "C", "H", "C", "H", "C", "H", "C", "H", "C", "C", "H", "C", "H", "C", "H", "C", "H", "C", "H", "H", "Si", "C", "C", "H", "C", "H", "C", "H", "C", "H", "C", "H", "C", "C", "H", "C", "H", "C", "H", "C", "H", "C", "H", "H", "Cl", "C", "P", "C", "C", "C", "C", "C", "C", "C", "P", "C", "C", "H", "H", "H", "H", "H", "H", "H", "H", "H", "H", "H", "H", "H", "H", "H", "H"],
  "coordinates": [[5.19, -0.33, 0.94], [4.43, -1.49, 0.56], [3.63, -1.13, -0.57], [4.48, -2.46, 1.05], [3.90, 0.23, -0.90], [4.88, 0.73, 0.02], [5.35, 1.71, -0.05], [5.95, -0.31, 1.72], [2.95, -1.79, -1.12], [3.49, 0.79, -1.75], [2.90, 0.24, 1.30], [0.02, -0.37, -0.12], [-0.46, -1.98, 0.66], [-1.80, -2.16, 1.08], [-2.51, -1.34, 0.94], [-2.21, -3.36, 1.64], [-3.26, -3.49, 1.93], [-1.30, -4.41, 1.81], [-1.63, -5.36, 2.24], [0.05, -4.22, 1.46], [0.77, -5.02, 1.63], [0.47, -3.02, 0.89], [1.52, -2.89, 0.63], [0.25, -0.49, -1.95], [0.12, -1.73, -2.61], [-0.16, -2.62, -2.05], [0.40, -1.83, -3.98], [0.33, -2.80, -4.48], [0.79, -0.70, -4.70], [1.00, -0.77, -5.77], [0.95, 0.53, -4.05], [1.31, 1.41, -4.60], [0.69, 0.63, -2.68], [0.84, 1.59, -2.17], [-1.01, 0.65, 0.13], [-4.92, -0.52, -1.47], [-4.52, -0.59, -3.28], [-4.97, -1.65, -4.09], [-5.60, -2.44, -3.67], [-4.63, -1.69, -5.45], [-4.97, -2.52, -6.07], [-3.88, -0.66, -6.02], [-3.61, -0.69, -7.08], [-3.51, 0.44, -5.23], [-2.97, 1.28, -5.68], [-3.85, 0.48, -3.88], [-3.60, 1.36, -3.29], [-5.22, -2.25, -0.89], [-4.23, -3.24, -1.03], [-3.25, -2.99, -1.45], [-4.49, -4.56, -0.64], [-3.70, -5.31, -0.71], [-5.76, -4.91, -0.15], [-5.95, -5.94, 0.15], [-6.76, -3.94, -0.06], [-7.76, -4.22, 0.30], [-6.49, -2.62, -0.43], [-7.28, -1.87, -0.39], [-6.10, 0.34, -1.21], [-3.51, 0.57, -0.44], [6.04, 2.50, 2.79], [4.30, 2.00, 3.00], [4.36, 1.18, 4.62], [3.51, 3.62, 3.40], [4.07, 4.55, 4.28], [3.41, 5.75, 4.55], [2.17, 6.02, 3.96], [1.62, 5.12, 3.06], [2.27, 3.92, 2.77], [1.48, 2.63, 1.71], [-0.10, 2.42, 2.61], [1.02, 3.58, 0.24], [6.63, 1.63, 2.46], [6.43, 2.87, 3.75], [6.09, 3.29, 2.02], [4.86, 1.84, 5.34], [3.35, 0.96, 4.96], [4.93, 0.24, 4.53], [5.03, 4.32, 4.75], [3.86, 6.46, 5.25], [1.65, 6.95, 4.20], [0.66, 5.36, 2.59], [-0.62, 3.39, 2.67], [-0.73, 1.68, 2.11], [0.13, 2.08, 3.63], [0.59, 4.55, 0.54], [1.92, 3.77, -0.36], [0.29, 3.02, -0.35]]
}